Entry 1:
Entry from the OMol25 dataset: a structure of composition C54H36KN13S at a distorted geometry (the ωB97M-V functional and the def2-TZVPD basis).

CARTESIAN COORDINATES (ANGSTROEM)
K -0.018 0.197 0.347
C 3.695 4.410 -1.807
C 2.613 5.273 -1.689
C 1.560 4.989 -0.836
C 1.601 3.809 -0.114
C 0.688 3.156 0.829
N 1.240 2.023 1.280
C 2.449 1.859 0.730
N 3.358 0.985 1.122
C 3.027 -0.068 1.859
C 3.938 -0.715 2.808
C 5.178 -0.390 3.332
C 5.695 -1.167 4.357
C 4.986 -2.255 4.863
C 3.737 -2.585 4.363
C 3.218 -1.809 3.339
C 1.907 -1.745 2.708
N 0.931 -2.586 3.012
C -0.338 -2.246 2.872
N -0.828 -1.020 2.647
C -2.123 -0.987 2.998
N -2.854 0.102 3.161
C -2.439 1.314 2.818
N -1.439 1.653 1.987
C -1.328 2.989 1.940
N -0.444 3.695 1.244
C -2.359 3.605 2.777
C -2.680 4.908 3.127
C -3.695 5.116 4.047
C -4.383 4.046 4.613
C -4.081 2.742 4.261
C -3.067 2.524 3.347
C -2.563 -2.338 3.388
C -3.751 -2.895 3.830
C -3.775 -4.247 4.134
C -2.641 -5.043 3.995
C -1.446 -4.501 3.552
C -1.416 -3.149 3.267
N 1.852 -0.711 1.854
C 2.717 2.952 -0.207
C 3.764 3.246 -1.059
H 4.504 4.650 -2.485
H 2.593 6.181 -2.278
H 0.727 5.669 -0.730
H 5.712 0.474 2.966
H 6.657 -0.911 4.788
H 5.408 -2.826 5.683
H 3.164 -3.404 4.778
H -2.156 5.746 2.685
H -3.949 6.127 4.347
H -5.160 4.240 5.341
H -4.620 1.907 4.682
H -4.637 -2.290 3.951
H -4.692 -4.699 4.493
H -2.699 -6.096 4.245
H -0.558 -5.105 3.428
H 4.606 2.576 -1.153
C 0.904 -2.979 -0.372
C 2.096 -2.370 -1.020
C 3.316 -3.048 -1.081
C 4.372 -2.453 -1.746
C 4.192 -1.209 -2.324
C 2.943 -0.595 -2.200
N 1.943 -1.174 -1.551
C 2.617 0.686 -2.844
C 3.426 1.255 -3.836
C 3.016 2.436 -4.423
C 1.821 3.008 -4.026
C 1.070 2.366 -3.033
N 1.479 1.245 -2.469
C -0.238 2.872 -2.587
C -0.647 4.188 -2.804
C -1.897 4.564 -2.349
C -2.708 3.626 -1.740
C -2.230 2.323 -1.590
C -3.058 1.230 -1.013
N -1.019 1.986 -1.988
H 1.040 -4.050 -0.237
H 0.014 -2.783 -0.967
H 0.772 -2.521 0.603
H 3.426 -4.019 -0.620
H 5.326 -2.961 -1.826
H 5.005 -0.734 -2.850
H 4.341 0.781 -4.158
H 3.617 2.904 -5.192
H 1.463 3.914 -4.487
H 0.000 4.901 -3.290
H -2.238 5.583 -2.473
H -3.692 3.897 -1.386
H -4.106 1.513 -0.978
H -2.719 1.019 0.000
H -2.923 0.333 -1.618
C -3.042 -6.695 -4.371
C -3.361 -5.297 -4.828
C -4.287 -5.067 -5.850
C -4.515 -3.732 -6.160
N -3.922 -2.737 -5.551
C -3.037 -3.044 -4.569
S -2.269 -1.788 -3.769
N -2.749 -4.318 -4.208
H -3.055 -7.390 -5.210
H -3.787 -7.017 -3.642
H -2.068 -6.707 -3.890
H -4.788 -5.876 -6.364
H -5.221 -3.452 -6.944

Properties
* frontier orbital gap (alpha / beta): 4.95 / 4.94 eV
* largest force on an atom: 0.0354 Eh/bohr
* LUMO (alpha / beta): 3.607 / 3.577 eV
* charge: -2

***

Entry 2:
Entry from the OMol25 dataset: a structure of composition C49H40Cl2CuN2O2P2Si (the ωB97M-V functional and the def2-TZVPD basis).

CARTESIAN COORDINATES (ANGSTROEM)
Cu -0.142 0.314 0.480
C -2.654 1.478 2.833
Si -2.001 1.587 1.082
C -1.639 3.403 0.694
C -2.472 4.462 1.076
C -2.158 5.772 0.759
C -0.995 6.061 0.051
C -0.149 5.034 -0.324
C -0.466 3.714 0.001
P 0.650 2.340 -0.444
C 2.211 2.759 0.390
C 3.438 2.346 -0.130
C 4.603 2.510 0.604
C 4.554 3.060 1.878
C 3.336 3.457 2.410
C 2.172 3.314 1.669
C 0.921 2.619 -2.226
C -0.035 2.068 -3.080
C 0.044 2.268 -4.448
C 1.090 3.012 -4.979
C 2.045 3.563 -4.137
C 1.960 3.372 -2.764
C -3.396 0.962 -0.044
C -4.632 1.617 -0.110
C -5.717 1.047 -0.753
C -5.600 -0.217 -1.322
C -4.387 -0.879 -1.277
C -3.276 -0.282 -0.676
P -1.638 -1.107 -0.652
C -1.126 -1.261 -2.406
C 0.235 -1.469 -2.635
C 0.723 -1.555 -3.930
C -0.137 -1.419 -5.012
C -1.488 -1.197 -4.793
C -1.981 -1.118 -3.497
C -2.092 -2.786 -0.131
C -2.350 -2.966 1.227
C -2.688 -4.218 1.712
C -2.761 -5.301 0.845
C -2.496 -5.127 -0.506
C -2.160 -3.872 -0.995
H -3.608 2.002 2.945
H -1.932 1.900 3.533
H -2.801 0.433 3.111
H -3.376 4.260 1.641
H -2.817 6.576 1.064
H -0.749 7.085 -0.197
H 0.764 5.255 -0.866
H 3.479 1.881 -1.109
H 5.550 2.195 0.184
H 5.461 3.168 2.459
H 3.289 3.875 3.407
H 1.224 3.627 2.092
H -0.844 1.476 -2.668
H -0.703 1.832 -5.098
H 1.161 3.162 -6.049
H 2.859 4.146 -4.547
H 2.707 3.813 -2.115
H -4.749 2.587 0.362
H -6.663 1.572 -0.789
H -6.456 -0.684 -1.793
H -4.303 -1.875 -1.698
H 0.906 -1.563 -1.790
H 1.781 -1.712 -4.094
H 0.248 -1.476 -6.023
H -2.163 -1.082 -5.632
H -3.034 -0.922 -3.345
H -2.257 -2.124 1.907
H -2.882 -4.353 2.769
H -3.018 -6.282 1.223
H -2.543 -5.972 -1.181
H -1.930 -3.741 -2.046
Cl 5.318 0.328 5.226
C 3.820 0.109 4.358
C 2.606 0.202 5.057
C 1.422 0.047 4.395
Cl -0.069 0.147 5.277
C 1.342 -0.190 2.979
O 0.221 -0.332 2.400
C 2.607 -0.283 2.319
C 2.710 -0.507 0.900
O 1.802 -0.490 0.071
C 3.820 -0.145 3.020
H 2.609 0.394 6.121
H 3.734 -0.698 0.537
H 4.754 -0.224 2.477
N 2.778 -6.513 2.015
C 2.135 -5.501 1.332
C 2.048 -5.506 -0.062
C 1.434 -4.441 -0.695
N 0.914 -3.391 -0.064
C 0.997 -3.396 1.267
C 1.589 -4.406 2.002
H 2.887 -7.389 1.535
H 2.571 -6.602 2.995
H 2.455 -6.327 -0.640
H 1.358 -4.433 -1.779
H 0.563 -2.537 1.772
H 1.627 -4.341 3.083

Properties
* <S²>: 0.755
* frontier orbital gap (alpha / beta): 6.44 / 7.20 eV
* multiplicity: 2
* largest force on an atom: 0.0045 Eh/bohr
* LUMO (alpha / beta): 0.419 / -0.183 eV
* energy relative to the best compared isomer or geometry (same formula, charge and spin): 0.1436 eV
* charge: 0

***

Entry 3:
Entry from the OMol25 dataset: a structure of composition C22H50MnN7O10 at a distorted geometry (the ωB97M-V functional and the def2-TZVPD basis).

CARTESIAN COORDINATES (ANGSTROEM)
Mn 2.677 -0.045 3.245
O -0.686 0.519 1.240
C 0.365 -0.111 0.915
O 1.273 -0.256 1.739
O 0.448 -0.436 -0.263
H -1.076 0.509 0.363
C 1.424 2.320 6.481
C 0.692 1.427 5.498
O 1.373 0.736 4.772
N -0.610 1.581 5.399
C -1.349 1.137 4.211
H 1.825 1.809 7.356
H 0.653 3.019 6.806
H 2.178 3.006 6.095
H -1.210 2.049 6.064
H -1.403 1.924 3.460
H -2.359 1.013 4.601
H -0.944 0.188 3.857
C -4.749 3.902 -3.716
C -3.767 3.315 -2.753
O -3.499 4.002 -1.739
N -3.124 2.165 -3.138
C -2.099 1.459 -2.404
H -5.512 3.187 -4.023
H -4.126 4.167 -4.570
H -5.161 4.851 -3.373
H -3.180 1.991 -4.131
H -1.107 1.849 -2.627
H -2.159 0.379 -2.539
H -2.239 1.760 -1.365
C 2.694 -3.388 -1.419
C 2.873 -2.323 -2.503
O 3.820 -2.394 -3.315
N 1.947 -1.367 -2.510
C 1.951 -0.306 -3.508
H 3.680 -3.574 -0.995
H 2.324 -4.344 -1.789
H 2.010 -3.065 -0.633
H 1.324 -1.271 -1.721
H 2.819 0.319 -3.298
H 1.101 0.374 -3.456
H 2.114 -0.649 -4.529
C 5.001 -0.262 -0.356
C 5.069 -0.790 1.069
O 4.211 -0.532 1.899
N 6.221 -1.418 1.385
C 6.599 -1.914 2.665
H 5.101 0.822 -0.412
H 3.983 -0.501 -0.664
H 5.765 -0.835 -0.882
H 6.936 -1.353 0.674
H 5.716 -2.170 3.249
H 7.195 -1.238 3.278
H 7.209 -2.815 2.592
C -1.354 -2.546 -2.858
C -2.126 -2.106 -4.096
O -1.833 -1.062 -4.736
N -3.223 -2.826 -4.372
C -4.174 -2.527 -5.467
H -2.001 -3.194 -2.267
H -1.046 -1.686 -2.263
H -0.432 -3.100 -3.036
H -3.283 -3.651 -3.792
H -4.770 -1.637 -5.262
H -4.874 -3.309 -5.759
H -3.635 -2.263 -6.378
C -3.852 -1.370 -0.366
C -5.215 -1.931 -0.088
O -6.272 -1.408 -0.496
N -5.214 -3.067 0.663
C -6.396 -3.610 1.360
H -3.648 -0.374 0.027
H -3.744 -1.332 -1.450
H -3.063 -1.965 0.094
H -4.330 -3.152 1.145
H -7.072 -2.811 1.666
H -6.039 -4.059 2.287
H -6.921 -4.352 0.759
C 4.823 3.652 2.268
C 3.398 2.987 2.257
O 3.248 1.845 2.713
N 2.398 3.667 1.783
C 0.945 3.272 1.804
H 4.706 4.694 2.567
H 5.273 3.659 1.275
H 5.412 3.091 2.994
H 2.540 4.505 1.237
H 0.353 4.081 2.230
H 0.712 2.415 2.436
H 0.502 3.047 0.834

Properties
* <S²>: 12.008
* frontier orbital gap (alpha / beta): 7.28 / 2.44 eV
* multiplicity: 7
* largest force on an atom: 0.0930 Eh/bohr
* LUMO (alpha / beta): -5.334 / -10.176 eV
* charge: +2

***

Entry 4:
Entry from the OMol25 dataset: a cluster of 6 separate species, C15H24NO18S in total at a distorted geometry (the ωB97M-V functional and the def2-TZVPD basis).

CARTESIAN COORDINATES (ANGSTROEM)
N 1.486 -0.680 -0.195
O 1.994 0.455 0.104
O 2.133 -1.650 0.103
O 0.344 -0.704 -0.714
O -2.283 -0.424 1.883
S -3.345 -0.826 1.002
O -3.800 -2.226 1.106
O -4.791 -0.110 1.386
C -4.801 0.397 2.712
C -6.135 0.661 3.183
C -2.900 -0.382 -0.629
H -4.023 1.223 2.819
H -4.348 -0.470 3.399
H -6.843 -0.197 3.112
H -6.561 1.394 2.330
H -6.220 1.156 4.262
H -4.053 -0.255 -1.252
H -2.262 -1.215 -1.152
H -2.231 0.507 -0.627
C -1.063 -5.027 -0.070
C -0.838 -4.188 -1.310
O -2.083 -4.288 -1.877
C -3.015 -4.682 -1.166
O -4.194 -4.624 -1.374
O -2.478 -5.171 0.012
H -0.532 -4.651 0.873
H -0.563 -6.135 -0.183
H 0.074 -4.540 -1.984
H -0.675 -3.012 -0.979
C -0.477 2.894 0.192
C 0.485 3.916 -0.541
O -0.046 5.214 0.054
C -0.976 4.897 0.920
O -1.494 5.864 1.515
O -1.331 3.681 0.952
H 0.328 2.414 0.796
H -0.928 2.285 -0.511
H 0.421 4.060 -1.625
H 1.566 3.760 -0.402
C 2.834 -0.388 -3.029
C 2.583 -1.912 -2.894
O 3.011 -2.487 -4.147
C 3.530 -1.553 -4.973
O 3.934 -1.886 -6.043
O 3.504 -0.231 -4.319
H 3.504 -0.198 -2.273
H 2.004 0.215 -3.050
H 1.671 -2.205 -2.987
H 3.239 -2.306 -2.056
C 3.665 2.445 1.977
C 4.848 1.441 1.615
O 6.019 2.114 1.888
C 5.768 3.256 2.489
O 6.526 4.108 2.743
O 4.435 3.514 2.544
H 2.967 2.188 2.714
H 2.912 2.710 1.122
H 4.697 1.402 0.498
H 4.811 0.454 2.055

Properties
* frontier orbital gap: 8.98 eV
* largest force on an atom: 0.1502 Eh/bohr
* LUMO: 2.234 eV
* energy relative to the best compared isomer or geometry (same formula, charge and spin): 0.0000 eV
* charge: -1

***

Entry 5:
Entry from the OMol25 dataset: a structure of composition C12H19N9O4S2Sr at a distorted geometry (the ωB97M-V functional and the def2-TZVPD basis).

CARTESIAN COORDINATES (ANGSTROEM)
Sr 0.259 -0.110 -0.004
N 3.857 0.157 0.926
C 3.488 -1.111 0.989
N 4.442 -1.966 1.389
C 4.094 -3.236 1.434
N 5.025 -4.131 1.815
N 2.876 -3.726 1.135
C 2.009 -2.817 0.743
N 2.219 -1.499 0.626
C 0.650 -3.367 0.395
C 0.422 -4.734 0.454
C -0.837 -5.214 0.134
C -1.832 -4.316 -0.219
C -1.521 -2.969 -0.245
N -0.307 -2.502 0.048
H 4.794 0.343 1.232
H 3.262 0.979 0.829
H 5.951 -3.811 2.022
H 4.792 -5.105 1.850
H 1.230 -5.388 0.748
H -1.041 -6.277 0.164
H -2.833 -4.649 -0.468
H -2.270 -2.224 -0.487
O 0.149 3.448 0.768
S 1.087 2.346 0.607
O 2.479 2.710 0.839
O 0.720 1.232 1.571
O 0.949 1.753 -0.768
S -2.504 0.327 0.925
C -2.126 1.135 2.396
N -2.056 2.468 2.465
C -1.701 3.143 3.728
C -0.829 2.241 4.582
C -1.598 0.958 4.819
N -2.039 0.421 3.527
H -1.603 2.883 1.661
H -2.619 3.397 4.264
H -1.186 4.063 3.466
H -0.580 2.716 5.530
H 0.085 2.025 4.029
H -2.469 1.157 5.448
H -0.982 0.214 5.320
H -2.147 -0.566 3.412
N -1.132 0.070 -2.273
H -1.866 0.653 -1.874
H -1.545 -0.475 -3.015
H -0.466 0.715 -2.693

Properties
* frontier orbital gap: 8.02 eV
* largest force on an atom: 0.0920 Eh/bohr
* LUMO: -0.419 eV
* energy relative to the best compared isomer or geometry (same formula, charge and spin): 1.5891 eV
* charge: 0

***

Entry 6:
Entry from the OMol25 dataset: a cluster of 2 separate species, C34H27F3O3S in total at a distorted geometry (the ωB97M-V functional and the def2-TZVPD basis).

CARTESIAN COORDINATES (ANGSTROEM)
C -7.001 -2.156 1.760
C -5.832 -1.220 1.826
C -5.977 0.156 1.557
C -4.905 1.017 1.721
C -3.609 0.535 2.117
C -2.566 1.457 2.319
C -1.181 1.155 2.477
C -0.702 0.110 3.308
C 0.652 -0.031 3.561
C 1.557 0.828 2.937
O 2.916 0.731 3.260
C 3.710 -0.087 2.455
C 4.619 0.540 1.605
C 5.250 -0.223 0.623
C 5.009 -1.600 0.540
C 4.149 -2.219 1.456
C 3.503 -1.465 2.440
C 1.129 1.805 2.034
C -0.221 1.986 1.837
C -3.462 -0.885 2.231
C -4.563 -1.722 2.143
H -6.735 -3.112 2.224
H -7.862 -1.736 2.292
H -7.317 -2.361 0.728
H -6.932 0.545 1.196
H -5.010 2.088 1.525
H -2.818 2.499 2.134
H -1.410 -0.539 3.807
H 1.015 -0.789 4.247
H 4.783 1.615 1.679
H 5.939 0.252 -0.074
H 5.524 -2.206 -0.213
H 3.980 -3.295 1.412
H 2.824 -1.930 3.156
H 1.866 2.415 1.506
H -0.578 2.783 1.186
H -2.473 -1.313 2.364
H -4.449 -2.800 2.289
F -7.458 2.929 8.789
C -6.471 3.412 9.607
F -6.620 4.766 9.653
F -6.730 2.937 10.868
C -5.109 3.014 9.117
C -4.011 3.856 9.281
C -2.789 3.495 8.725
C -2.631 2.264 7.997
C -1.435 1.954 7.264
S -0.811 0.327 7.391
C 0.974 0.565 7.548
C 1.678 1.211 6.529
C 3.075 1.228 6.547
C 3.768 0.642 7.614
C 3.056 0.032 8.657
C 1.659 -0.008 8.629
O -1.236 -0.261 8.653
O -0.962 -0.466 6.186
C -3.747 1.358 8.023
C -4.977 1.760 8.518
H -4.119 4.784 9.843
H -1.904 4.132 8.846
H -0.652 2.692 7.107
H 1.126 1.697 5.727
H 3.626 1.690 5.724
H 4.855 0.626 7.608
H 3.593 -0.427 9.493
H 1.088 -0.459 9.435
H -3.615 0.352 7.619
H -5.839 1.099 8.473

Properties
* frontier orbital gap: 1.86 eV
* largest force on an atom: 0.0499 Eh/bohr
* LUMO: -3.482 eV
* charge: 0

***

no.,E_tot (eV)
1,-103119.3516
2,-154679.8364
3,-85839.1656
4,-65117.9215
5,-56866.0303
6,-60821.9532